The following is a DFT calculation (ωB97M-V/def2-TZVPD) of a cluster of 2 separate species, C3H11NS2 in total.

Structure (XYZ):
```
17
Properties=species:S:1:pos:R:3:forces:R:3
C 2.935 0.983 0.484 0.40 -0.87 0.73
N 1.695 0.606 1.174 -0.24 -0.03 -0.76
C 1.444 -0.847 1.201 -0.54 0.73 0.89
H 3.737 0.994 1.229 0.02 0.29 -0.07
H 3.264 0.222 -0.234 -0.21 0.21 -0.38
H 2.866 1.960 0.018 -0.06 0.06 -0.03
H 0.931 1.008 0.646 -0.03 0.22 0.21
H 0.776 -1.178 0.403 0.36 -0.19 -0.31
H 0.915 -1.074 2.133 0.09 -0.12 -0.03
H 2.380 -1.382 1.228 0.22 -0.29 -0.23
C -3.516 -0.824 -1.636 0.22 0.25 -0.36
S -3.775 0.419 -0.348 -0.13 -0.39 0.33
S -2.139 1.623 -0.472 0.04 0.46 -0.49
H -3.839 -0.483 -2.618 -0.14 0.02 0.06
H -4.048 -1.722 -1.342 -0.19 -0.03 0.04
H -2.461 -1.065 -1.705 0.15 -0.07 0.12
H -1.168 0.760 -0.160 0.04 -0.26 0.29
```
Positions in Å, forces in eV/Å.

The calculation puts the highest occupied orbital energy at -8.85 eV. The energy above the lowest of the compared OMol25 structures with the same formula, charge and spin comes out at 76.02 kJ/mol. As for the spin multiplicity: 1. As for the total energy: -26449.173 eV. For the largest force on an atom, the calculation gives 0.025 hartree/bohr. The SMILES is CNC.CSS.